No. 1
# C2HF5O2P

2 unconnected molecules or ions with the total composition C2HF5O2P (ωB97M-V/def2-TZVPD, the OMol25 dataset).

Last column: Löwdin charge in e.
Cartesian coordinates (Å):
C1 -0.3437 0.7580 -1.3404  -0.62
C2 -0.9264 0.3751 -0.0181  -0.30
O1 1.9650 -1.6539 0.4035  -0.45
O2 1.6334 0.0040 2.4280  -0.42
F1 -0.4165 -0.2178 -2.2490  0.13
F2 -0.9817 1.8376 -1.8765  0.09
F3 0.9689 1.0855 -1.2108  0.10
F4 -2.0801 -0.4083 -0.2779  -0.06
F5 -1.4652 1.5331 0.5149  -0.02
P1 1.1821 -1.0566 1.5153  0.51
H1 0.4642 -2.2566 2.1110  0.03

Its multiplicity is 1. The calculation puts the frontier orbital gap (alpha / beta) at 8.240 / 8.241 eV. The largest force on an atom comes out at 2.32 eV/A. Its charge is -1. As for the energy relative to the best compared isomer or geometry (same formula, charge and spin): 182.2 kJ/mol.



No. 2
# C5H9N

A molecular structure, C5H9N (ωB97M-V/def2-TZVPD, the OMol25 dataset).

Last column: Löwdin charge in e.
Cartesian coordinates (Å):
C1 2.2383 0.0866 0.3977  -0.16
N1 0.8196 0.1738 0.8146  0.00
C2 0.0677 0.3696 -0.2364  -0.50
C3 0.1804 -0.0675 -1.5713  0.12
C4 -1.9546 -0.4071 0.9357  -0.07
C5 -1.3209 0.1909 -0.2865  -0.07
H1 2.4548 0.9248 -0.2722  0.07
H2 2.8654 0.2179 1.2795  0.06
H3 2.5234 -0.8618 -0.0684  0.06
H4 -2.0132 -1.4966 0.8601  0.09
H5 0.9333 -0.7810 -1.8842  0.08
H6 -0.4002 0.4149 -2.3447  0.07
H7 -3.0070 -0.0935 0.9474  0.08
H8 -1.4693 -0.1032 1.8546  0.07
H9 -1.9744 0.6578 -1.0054  0.11

Its multiplicity is 1. The calculation puts the frontier orbital gap at 8.349 eV. The largest force on an atom comes out at 2.19 eV/A. Its charge is 0. As for the energy relative to the best compared isomer or geometry (same formula, charge and spin): 347.1 kJ/mol.



No. 3
# C23H66N6O8

6 unconnected molecules or ions with the total composition C23H66N6O8 (ωB97M-V/def2-TZVPD, the OMol25 dataset).

Last column: Löwdin charge in e.
Cartesian coordinates (Å):
C1 -4.9615 20.4211 3.5784  -0.05
C2 -4.6579 19.6328 2.3428  -0.32
C3 -5.7800 18.6123 1.9348  -0.22
O1 -5.7853 17.9393 0.7283  -0.16
C4 -4.6153 17.1612 0.5925  -0.08
N1 -4.6311 20.6387 1.2323  0.18
H1 -4.4769 21.5891 1.6305  0.16
H2 -3.8472 20.4081 0.5961  0.18
H3 -5.4932 20.7422 0.6163  0.07
H4 -4.2214 21.2088 3.6989  0.09
H5 -4.9004 19.7616 4.4880  0.12
H6 -5.9085 20.9586 3.5392  0.09
H7 -3.6699 19.1327 2.4429  0.16
H8 -6.7112 19.1811 2.0301  0.14
H9 -5.7321 17.8747 2.6881  0.11
H10 -4.2540 16.8984 1.6050  0.10
H11 -3.8163 17.7221 0.1006  0.10
H12 -4.8180 16.3080 0.0155  0.08
C5 -9.5808 10.4545 1.9663  -0.04
C6 -9.0289 10.8004 3.3167  -0.27
C7 -9.3623 12.2556 3.8505  -0.19
O2 -8.9713 13.2227 2.9289  -0.18
C8 -9.1862 14.5358 3.3121  -0.12
N2 -9.5073 9.7250 4.3117  0.24
H13 -9.2041 8.9146 3.8167  0.15
H14 -9.0378 9.8155 5.2163  0.18
H15 -10.5122 9.7294 4.4532  0.18
H16 -9.2777 9.4394 1.7009  0.09
H17 -9.1765 11.1021 1.1686  0.11
H18 -10.6701 10.4124 1.8826  0.10
H19 -7.9860 10.5756 3.3118  0.15
H20 -8.9052 12.3923 4.8599  0.14
H21 -10.4371 12.3920 4.0624  0.14
H22 -8.8808 14.7958 4.3508  0.10
H23 -10.2771 14.7068 3.2757  0.10
H24 -8.7034 15.2612 2.6066  0.10
C9 -9.8355 26.7024 -2.7864  0.02
N3 -8.5041 27.3753 -3.0789  -0.37
C10 -7.4566 26.3646 -2.9541  0.00
C11 -8.5577 27.9313 -4.4714  0.03
C12 -8.3426 28.4892 -2.0933  -0.11
C13 -6.9981 29.2871 -2.0796  -0.19
O3 -6.8008 30.0348 -3.2823  -0.03
H25 -10.6185 27.4289 -2.9130  0.11
H26 -9.8816 26.3393 -1.7450  0.12
H27 -9.9272 25.9026 -3.5102  0.11
H28 -7.7404 25.4447 -3.4879  0.12
H29 -7.3619 26.1431 -1.9028  0.11
H30 -6.4951 26.6694 -3.3484  0.12
H31 -8.7786 27.1952 -5.2206  0.11
H32 -7.5434 28.2349 -4.6941  0.10
H33 -9.3154 28.7242 -4.4970  0.13
H34 -8.6123 28.0610 -1.1212  0.14
H35 -9.1168 29.2118 -2.2623  0.13
H36 -6.1476 28.5847 -1.8593  0.14
H37 -7.1904 29.9602 -1.2464  0.13
H38 -6.2187 30.7126 -2.9987  0.08
C14 -9.0594 18.1374 -4.0375  0.03
N4 -9.9453 18.4526 -2.8611  -0.39
C15 -9.3631 17.7192 -1.7082  0.00
C16 -9.9263 19.9042 -2.5623  0.01
C17 -11.3773 18.0964 -3.1100  -0.12
C18 -11.7165 16.7482 -3.6333  -0.25
O4 -11.3913 15.7998 -2.6774  -0.03
H39 -9.0862 17.1047 -4.3785  0.11
H40 -8.0417 18.4395 -3.7471  0.12
H41 -9.5023 18.7024 -4.8864  0.13
H42 -9.4418 16.6924 -2.0173  0.09
H43 -10.0166 17.7492 -0.8062  0.13
H44 -8.3244 18.1515 -1.5618  0.13
H45 -8.9055 20.2110 -2.3722  0.10
H46 -10.5377 20.1134 -1.6537  0.14
H47 -10.3581 20.3938 -3.4255  0.11
H48 -11.7004 18.9065 -3.7414  0.14
H49 -11.8354 18.2435 -2.1370  0.15
H50 -11.2300 16.5653 -4.5962  0.13
H51 -12.7980 16.7826 -3.8744  0.15
H52 -11.1566 14.9812 -3.1089  0.11
C19 -9.5695 25.7839 5.1376  0.00
N5 -10.6674 26.3845 5.9485  -0.32
C20 -11.5100 25.2875 6.6710  0.02
C21 -10.1377 27.2850 7.1051  0.05
C22 -11.6294 27.1645 5.0463  -0.11
C23 -11.4001 28.6580 5.0133  -0.24
O5 -10.0993 28.7801 4.5040  -0.06
H53 -9.9873 25.2835 4.2326  0.12
H54 -9.0385 25.0579 5.7597  0.10
H55 -8.9220 26.6229 4.7687  0.12
H56 -12.2913 24.9269 6.0009  0.10
H57 -11.9960 25.7167 7.5729  0.12
H58 -10.8595 24.4166 6.9293  0.12
H59 -9.5512 26.6557 7.7632  0.11
H60 -11.0607 27.5946 7.5969  0.11
H61 -9.5716 28.0815 6.6766  0.09
H62 -12.6248 26.9725 5.4105  0.13
H63 -11.5772 26.7998 3.9940  0.15
H64 -11.5118 29.0943 6.0438  0.14
H65 -12.1653 29.1025 4.3308  0.15
H66 -9.7451 29.6480 4.3105  0.12
N6 -7.1273 22.3535 0.0245  -0.62
O6 -7.8191 22.9387 -0.8155  -0.02
O7 -6.7776 21.2012 -0.1136  -0.06
O8 -6.6579 22.8953 1.0479  -0.04

Its multiplicity is 1. The calculation puts the frontier orbital gap at 9.318 eV. The largest force on an atom comes out at 4.61 eV/A. Its charge is +4.



No. 4
# C3H2ClF3

A molecular structure, C3H2ClF3 (ωB97M-V/def2-TZVPD, the OMol25 dataset).

Last column: Löwdin charge in e.
Cartesian coordinates (Å):
C1 -0.5201 -0.5530 0.0154  -0.03
C2 -1.3188 0.4543 0.0647  -0.69
C3 1.4047 -0.0905 -0.0209  -0.57
F1 1.5454 1.0628 0.5850  0.16
F2 1.6453 0.0042 -1.2928  0.17
F3 2.1385 -1.0177 0.5848  0.14
Cl1 -2.9966 0.3008 -0.1389  0.64
H1 -0.8500 -1.6252 -0.1622  0.11
H2 -1.0482 1.4644 0.3648  0.07

Its multiplicity is 1. The calculation puts the frontier orbital gap at 11.049 eV. The largest force on an atom comes out at 6.04 eV/A. Its charge is 0. As for the energy relative to the best compared isomer or geometry (same formula, charge and spin): 95.4 kJ/mol.



No. 5
# C5H12N4

2 unconnected molecules or ions with the total composition C5H12N4 (ωB97M-V/def2-TZVPD, the OMol25 dataset).

Last column: Löwdin charge in e.
Cartesian coordinates (Å):
C1 -2.6198 0.2215 0.6343  -0.03
C2 -1.4096 0.0858 1.2657  -0.07
C3 -3.3060 -0.4065 -0.3252  -0.06
C4 0.9213 1.6895 -0.4155  -0.06
C5 1.7938 0.4743 -0.4561  -0.21
N1 -4.0195 -0.8184 -1.1305  0.37
N2 1.6142 -1.8763 -0.4193  0.18
N3 -0.3423 -0.6815 0.9282  0.08
N4 1.0666 -0.7727 -0.5332  -0.04
H1 -3.4822 0.9260 0.9705  0.20
H2 -1.3229 0.7646 2.0702  0.14
H3 0.1850 1.6156 -1.2336  0.11
H4 0.4782 1.7603 0.5003  0.03
H5 1.5202 2.5776 -0.5097  0.10
H6 2.6399 0.4250 0.3753  0.18
H7 2.4712 0.5146 -1.3769  0.18
H8 -4.8441 -1.2780 -1.5301  0.18
H9 2.6282 -2.0608 -0.1231  0.22
H10 1.0727 -2.6721 -0.5957  0.14
H11 0.3693 -0.9409 1.6634  0.18
H12 -0.5186 -1.5900 0.3410  0.18

Its multiplicity is 1. The calculation puts the frontier orbital gap (alpha / beta) at 8.261 / 8.261 eV. The largest force on an atom comes out at 3.95 eV/A. Its charge is +2. As for the energy relative to the best compared isomer or geometry (same formula, charge and spin): 380.9 kJ/mol.



No. 6
# C4H8O3Yb

A molecular structure, C4H8O3Yb (ωB97M-V/def2-TZVPD, the OMol25 dataset).

Last column: Löwdin charge in e.
Cartesian coordinates (Å):
H1 -0.6568 -1.6563 1.0760  0.09
C1 0.6865 -1.4041 -0.6032  -0.15
H2 -0.0906 -1.2533 -1.3589  0.14
H3 1.5623 -1.8692 -1.0631  0.14
C2 0.1961 -2.1599 0.6047  -0.04
H4 0.9978 -2.2835 1.3433  0.09
H5 -0.1286 -3.1537 0.2688  0.11
O1 1.1822 -0.0744 -0.2225  -0.07
C3 0.4074 0.9951 -0.1455  -0.63
O2 1.0189 2.0605 0.0070  -0.04
Yb1 3.2754 1.5478 0.0559  1.84
O3 -0.8499 0.8170 -0.2433  0.08
C4 -1.7396 1.9242 0.0255  0.06
H6 -1.5339 2.3114 1.0279  0.12
H7 -1.5836 2.6968 -0.7337  0.12
H8 -2.7436 1.5015 -0.0389  0.12

Its multiplicity is 1. The calculation puts the frontier orbital gap at 9.392 eV. The largest force on an atom comes out at 1.07 eV/A. Its charge is +2. As for the energy relative to the best compared isomer or geometry (same formula, charge and spin): 0.0 kJ/mol.